12
Properties=species:S:1:pos:R:3:lowdin_charge:R:1 method="wB97M-V/def2-TZVPD" molar_mass_g_mol=108.1 homo_energy_ev=-9.06 relative_energy_ev=3.784 homo_lumo_gap_ev=8.433 smiles="[H]/N=c1/ccncnn1"
N -2.21628 0.14921 0.66927 0.1372
N -0.65290 -0.88778 -0.75517 0.0431
N 1.64612 0.19791 0.43216 0.0601
N 0.37360 -1.46716 -0.54353 0.0654
C 1.15125 -0.95857 0.54519 -0.1793
C -1.09642 0.24840 -0.00004 -0.4617
C -0.27935 1.44167 -0.24417 0.0100
C 1.12717 1.29426 -0.20896 -0.0966
H 1.80000 2.13794 -0.34978 0.1072
H 1.77752 -1.59989 1.22629 0.1292
H -0.67303 2.32910 -0.61855 0.0759
H -2.37419 -0.96690 0.57089 0.1096


12
Properties=species:S:1:pos:R:3:lowdin_charge:R:1 method="wB97M-V/def2-TZVPD" molar_mass_g_mol=108.1 homo_energy_ev=-10.19 relative_energy_ev=2.525 homo_lumo_gap_ev=8.073
N -0.12233 0.79441 -0.14236 0.1250
N 1.00065 -1.31508 -0.05897 0.1553
N 2.54423 0.74140 0.12025 0.1148
N -1.37118 -1.26161 0.02593 0.1291
C -1.39722 1.00593 -0.03354 -0.0816
C 2.23107 -0.52169 0.05081 -0.2471
C -2.18694 -0.25284 0.14439 -0.0766
C -0.11468 -0.64991 -0.09348 -0.4204
H -1.98971 1.89166 -0.06402 0.1011
H 3.00615 -1.33859 -0.14173 0.1038
H 1.72248 1.24666 0.04106 -0.0379
H -3.32252 -0.34034 0.15166 0.1345


12
Properties=species:S:1:pos:R:3:lowdin_charge:R:1 method="wB97M-V/def2-TZVPD" molar_mass_g_mol=108.1 homo_energy_ev=-9.96 relative_energy_ev=2.503 homo_lumo_gap_ev=8.525 smiles="[H]/N=C1C=N/C(=N/[H])C=N/1"
N 2.69884 0.20570 0.06641 0.1424
N 0.78369 1.40624 -0.01201 0.0969
N -0.74423 -1.14425 -0.15179 0.1000
N -2.59605 0.20516 0.17576 0.1390
C 0.55869 -1.16728 -0.16142 -0.0635
C -1.34930 0.16575 -0.11174 -0.3949
C 1.36035 0.06445 0.05693 -0.3375
C -0.48774 1.44325 -0.21221 -0.0618
H -1.19544 2.33494 -0.33036 0.1332
H -3.06619 -0.67180 0.54692 0.0893
H 0.86541 -2.17374 -0.25411 0.0986
H 3.17198 -0.66842 0.38760 0.0583


12
Properties=species:S:1:pos:R:3:lowdin_charge:R:1 method="wB97M-V/def2-TZVPD" molar_mass_g_mol=108.1 homo_energy_ev=-8.22 relative_energy_ev=4.084 homo_lumo_gap_ev=8.340 smiles="[H]/N=c1/[nH]nc(C#C)[nH]1"
N 2.80508 -0.42360 0.25710 0.0149
N 0.17007 -0.69968 -0.19618 0.1292
N -0.19814 1.62668 0.07003 0.1380
N 1.15807 1.22082 -0.10871 -0.0155
C 1.50070 -0.09846 0.02406 -0.4482
C -2.09305 0.06294 -0.02428 -0.0829
C -0.74295 0.33138 0.09374 -0.3617
C -3.30991 -0.15267 0.09940 0.1555
H 1.83071 2.01170 -0.15440 0.1606
H 0.05183 -1.78501 -0.18963 0.2005
H -4.24164 -0.62172 0.28196 0.0257
H 3.06922 -1.47238 -0.15310 0.0839


13
Properties=species:S:1:pos:R:3:lowdin_charge:R:1 method="wB97M-V/def2-TZVPD" molar_mass_g_mol=124.1 homo_energy_ev=-9.21 relative_energy_ev=3.276 homo_lumo_gap_ev=8.381 smiles="Nc1nccnnc1=O"
O -1.68930 -1.91088 -0.78036 0.0529
N -2.02057 0.88957 0.47628 0.1078
N 1.39574 -1.42512 0.57078 0.0297
N 0.12696 1.16075 -0.19118 0.0890
N 0.22067 -1.72615 0.54525 0.0880
C -0.88864 0.35128 -0.15355 -0.2916
C 1.95425 -0.32639 -0.11936 -0.1278
C 1.38862 0.80823 -0.50659 -0.1595
C -0.79112 -1.14491 -0.28354 -0.3094
H 2.00484 1.66818 -0.79764 0.1160
H -1.87116 1.87046 0.68124 0.0906
H -2.88849 0.26875 0.88212 0.1963
H 3.05820 -0.48377 -0.32348 0.1181


13
Properties=species:S:1:pos:R:3:lowdin_charge:R:1 method="wB97M-V/def2-TZVPD" molar_mass_g_mol=124.1 homo_energy_ev=-8.57 relative_energy_ev=3.883 homo_lumo_gap_ev=9.287 smiles="C1=CN2NC=NN=C2O1"
O -0.26578 1.80089 0.16198 0.1143
N -0.59392 0.01078 1.52202 0.0920
N 0.85046 -1.38243 -0.35932 0.0559
N 0.18766 -0.18458 -0.69720 -0.0879
N -0.74584 -1.39069 1.46386 0.0313
C -0.14722 -1.98653 0.53303 -0.2101
C 0.13567 1.93007 -1.15825 -0.0566
C 0.52154 0.75728 -1.70694 0.0186
C -0.18302 0.50839 0.40630 -0.4500
H 1.57428 -1.06827 0.40427 0.1611
H 0.84406 0.24838 -2.62832 0.1379
H -0.21860 -3.04828 0.62632 0.0955
H 0.07619 2.83429 -1.64845 0.0981


14
Properties=species:S:1:pos:R:3:lowdin_charge:R:1 method="wB97M-V/def2-TZVPD" molar_mass_g_mol=140.1 homo_energy_ev="-8.24 / -8.24" relative_energy_ev=8.313 homo_lumo_gap_ev="6.639 / 6.638"
O -1.58344 1.64527 1.14045 0.1118
O -0.39525 1.99704 -0.73790 0.0747
N -0.85912 -2.74371 0.37914 0.0566
N -1.24606 1.46414 -0.03181 -0.3393
N -2.56956 -0.50405 -0.91134 0.2359
N -0.10273 -1.81022 0.32582 -0.1402
C -1.84987 0.28951 -0.57160 -0.1614
C 0.85075 -1.07528 0.29760 0.0154
C 1.78789 0.94420 -0.65307 0.0114
C 1.56252 0.11756 0.36564 -0.1854
H 1.42144 0.52837 -1.66665 0.1172
H -1.02996 -3.13943 1.33895 0.1001
H 1.78374 0.42626 1.27940 0.0630
H 2.22967 1.86034 -0.55462 0.0400


17
Properties=species:S:1:pos:R:3:lowdin_charge:R:1 method="wB97M-V/def2-TZVPD" molar_mass_g_mol=219.1 homo_energy_ev=-4.47 relative_energy_ev=0.186 homo_lumo_gap_ev=7.235 charge=-1
S -1.28185 -0.45110 1.98657 0.8958
P 2.80679 0.58886 0.74345 0.3648
O 3.56548 -0.10989 -0.32340 -0.3366
O 3.47515 1.21573 1.87663 -0.3180
O 2.01819 1.90029 -0.08944 -0.1630
N -1.32933 -0.39240 -1.71613 -0.0320
N -2.17808 -0.80269 -2.73603 -0.0671
N 0.26021 0.75063 0.29154 -0.1502
N -1.12854 0.42995 0.44599 -0.3135
C 0.75695 1.96029 -0.13834 -0.1489
C 1.06704 0.03478 1.10571 -0.3436
C 0.48015 -0.63589 2.08786 -0.3622
C -1.79786 -0.25089 -0.53158 -0.3158
H -2.75318 -0.54599 -0.08634 0.0942
H -3.14322 -1.20072 -2.51328 0.0860
H -1.73630 -1.50170 -3.35970 0.0704
H 0.91840 -0.98926 2.95650 0.0394


14
Properties=species:S:1:pos:R:3:lowdin_charge:R:1 method="wB97M-V/def2-TZVPD" molar_mass_g_mol=172.2 homo_energy_ev=-9.48 relative_energy_ev=0.343 homo_lumo_gap_ev=8.907 smiles=N#CCSc1nnc(N)s1
S -1.82566 -1.04616 -1.08646 0.7718
S 0.66200 0.71621 -1.12171 0.9514
N 1.90325 -0.78622 0.62750 -0.0019
N 0.68443 -1.55705 0.35591 -0.0255
N -2.71871 2.23888 0.06709 0.1298
N 3.15647 0.94094 -0.15140 0.0269
C -0.01202 -1.03274 -0.67471 -0.7556
C 2.01832 0.27069 -0.16578 -0.8720
C -2.87121 1.06939 0.23657 -0.2937
C -2.69273 -0.41556 0.45122 -0.4442
H -3.69630 -1.05049 0.68236 0.1317
H 3.56977 0.45658 0.70679 0.1256
H -1.88351 -0.68299 1.20055 0.0799
H 3.70590 0.87853 -1.12793 0.1759


15
Properties=species:S:1:pos:R:3:lowdin_charge:R:1 method="wB97M-V/def2-TZVPD" molar_mass_g_mol=154.1 homo_energy_ev=-4.47 homo_lumo_gap_ev=8.400 charge=-1 smiles="Nc1cnncc1N=[N+]([O-])[O-]"
O 1.98122 -0.71128 -1.07683 -0.0803
O 3.44369 -0.39306 0.46417 -0.0391
N -2.46520 0.92652 -0.18677 -0.0712
N -1.75699 1.93850 -0.41320 -0.0678
N 2.39318 -0.08913 -0.08451 -0.5414
N 1.63712 0.85302 0.40600 0.0783
N 0.01313 -1.75603 0.60733 0.0486
C -0.59932 -0.54474 0.23997 -0.2194
C 0.32064 0.85016 0.09822 -0.1833
C -0.45957 1.85516 -0.31529 -0.1916
C -1.92999 -0.28903 0.08326 -0.1777
H -0.15292 2.93725 -0.34821 0.1122
H 0.96655 -1.80063 0.13003 0.0732
H -0.62910 -2.63071 0.31938 0.1373
H -2.76244 -1.14599 0.07646 0.1223


16
Properties=species:S:1:pos:R:3:lowdin_charge:R:1 method="wB97M-V/def2-TZVPD" molar_mass_g_mol=168.1 homo_energy_ev=-9.39 relative_energy_ev=1.562 homo_lumo_gap_ev=9.801 smiles=Nc1nc(-c2nonc2N)no1
O 2.87531 -1.85910 0.54416 -0.0703
O -1.43668 1.80012 0.92609 0.0219
N -0.80497 0.56350 1.32599 0.1531
N -0.40727 -2.73853 -0.08615 0.1226
N 2.34058 -0.53957 0.59814 0.1968
N 1.91652 -2.72474 0.30412 0.0888
N -1.46799 3.16171 -0.96319 0.1132
N 0.00980 1.23869 -0.64108 0.1788
C 0.75448 -2.09289 0.17583 -0.3746
C 1.06636 -0.79288 0.46183 -0.2308
C 0.17070 0.37221 0.36065 -0.2644
C -0.92308 2.02617 -0.28373 -0.4807
H -0.34896 -3.74847 -0.56119 0.1827
H -0.74716 3.47927 -1.62522 0.0939
H -1.85536 3.94016 -0.22355 0.1798
H -1.14228 -2.08564 -0.31270 0.0893


10
Properties=species:S:1:pos:R:3:lowdin_charge:R:1 method="wB97M-V/def2-TZVPD" molar_mass_g_mol=82.1 homo_energy_ev="-16.33 / -16.33" relative_energy_ev=5.395 homo_lumo_gap_ev="7.842 / 7.841" charge=+1
O -0.20093 1.70869 -1.67039 0.0474
N -1.18601 2.03572 -0.82449 0.1418
C -0.98306 1.09935 -0.00585 0.2211
C 0.05946 -1.00646 1.08104 -0.0173
C 0.61162 0.41528 -0.98691 0.2489
C -0.11813 0.06306 0.16294 -0.2145
H -0.52528 -1.13100 1.98089 0.1029
H -0.19827 -1.95429 0.55783 0.1232
H 1.22675 -1.15586 1.37553 0.1797
H 1.31385 -0.07448 -1.67057 0.1667


11
Properties=species:S:1:pos:R:3:lowdin_charge:R:1 method="wB97M-V/def2-TZVPD" molar_mass_g_mol=98.1 homo_energy_ev=-4.26 relative_energy_ev=2.156 homo_lumo_gap_ev=8.357 charge=-1 smiles="C#C[C@H](N)C(=O)[O-]"
O 0.03428 -2.49202 -0.32355 -0.0661
O -0.78069 -1.37465 1.43973 -0.0695
N -1.45412 0.65290 -0.19479 0.0246
C 2.02302 1.06497 0.21438 0.0742
C -0.34568 -1.46786 0.27302 -0.7292
C -0.27187 -0.12244 -0.49681 -0.3618
C 0.98715 0.55269 -0.10219 -0.0997
H -1.64874 0.60642 0.79462 0.0585
H -0.18035 -0.28680 -1.56410 0.1229
H -1.38495 1.60105 -0.52627 0.0519
H 3.02194 1.26575 0.48595 -0.0059


12
Properties=species:S:1:pos:R:3:lowdin_charge:R:1 method="wB97M-V/def2-TZVPD" molar_mass_g_mol=114.1 homo_energy_ev=-3.91 relative_energy_ev=2.216 homo_lumo_gap_ev=7.670 charge=-1 smiles="COC=C=NC(=O)[O-]"
O -1.62817 2.50571 -1.65576 0.0252
O 0.33945 -1.35581 1.36122 -0.2311
O -0.87202 1.05330 -3.17903 -0.0175
N -1.73701 0.28679 -1.12101 0.1672
C -1.37450 1.46923 -2.15746 -0.7964
C 1.73312 -1.09429 0.97431 -0.1243
C -0.48764 -0.17596 1.05315 -0.1876
C -1.18840 0.12334 -0.05693 -0.1425
H -0.95876 0.25476 1.92940 0.0727
H 1.92598 -1.09901 -0.10806 0.0768
H 2.03537 -0.08096 1.37276 0.0826
H 2.21259 -1.88710 1.58741 0.0750


10
Properties=species:S:1:pos:R:3:lowdin_charge:R:1 method="wB97M-V/def2-TZVPD" molar_mass_g_mol=97.1 homo_energy_ev=-8.85 relative_energy_ev=3.573 homo_lumo_gap_ev=8.918
P 2.83792 0.19474 -0.18279 0.8085
N 1.35956 -0.39743 0.28219 -0.1985
C -1.11802 -0.21926 0.16090 -0.3454
C 0.17450 -0.33000 0.15746 -0.1223
C -2.42744 0.09764 -0.34816 -0.2001
C -1.50719 1.11192 0.37113 0.1030
H 3.26241 0.63568 0.99444 -0.1384
H 3.47468 -0.96874 -0.24072 -0.1429
H -3.34153 -0.34132 0.28835 0.1216
H -2.71489 0.21678 -1.48280 0.1145


10
Properties=species:S:1:pos:R:3:lowdin_charge:R:1 method="wB97M-V/def2-TZVPD" molar_mass_g_mol=98.1 homo_energy_ev="-14.96 / -14.96" relative_energy_ev=4.260 homo_lumo_gap_ev="7.736 / 7.735" charge=+1
S 1.02041 -1.19572 0.67704 1.0744
N 0.38059 -0.53502 -1.88229 0.2981
C -0.70165 0.76164 -0.04745 0.0353
C -0.26773 0.34016 -1.21170 -0.0870
C -0.51528 -0.27108 0.97225 -0.3709
C 1.11663 -0.23114 -0.77552 -0.4888
H -1.32796 1.63262 0.00537 0.1635
H 2.10057 0.27225 -0.71505 0.1408
H -1.42321 -0.82024 0.96938 0.1111
H -0.38237 0.04653 2.00797 0.1235


10
Properties=species:S:1:pos:R:3:lowdin_charge:R:1 method="wB97M-V/def2-TZVPD" molar_mass_g_mol=98.1 homo_energy_ev=-14.66 relative_energy_ev=3.889 homo_lumo_gap_ev=7.795 charge=+1
S -0.38472 0.50938 1.86591 0.9868
N -2.60177 -0.04055 0.31431 0.2591
C 0.37771 0.89393 0.24528 -0.3756
C -1.80796 0.07514 -0.64923 0.0996
C -1.28184 -0.66619 0.80404 -0.4306
C -0.40921 -0.19799 -0.52072 -0.1492
H 0.15837 1.93656 -0.19024 0.1315
H -1.19670 -1.74448 1.12796 0.1714
H 0.26145 -0.68303 -1.17986 0.1502
H 1.56171 0.69576 0.27281 0.1566


9
Properties=species:S:1:pos:R:3:lowdin_charge:R:1 method="wB97M-V/def2-TZVPD" molar_mass_g_mol=68.1 homo_energy_ev=-8.19 relative_energy_ev=3.847 homo_lumo_gap_ev=7.751 smiles="CC=C=C=O"
O 3.44425 0.37115 -0.32698 0.1110
C 1.01889 0.16142 -0.08723 -0.1090
C 2.25959 0.35601 -0.23549 -0.2311
C -1.55179 0.09409 0.02022 -0.0761
C -0.11618 -0.48329 0.17875 -0.0771
H -2.06103 -0.40093 -0.81576 0.0710
H 0.78683 -1.16701 0.54401 0.1590
H -1.60754 1.18969 -0.17179 0.0873
H -2.17301 -0.12112 0.89428 0.0649


9
Properties=species:S:1:pos:R:3:lowdin_charge:R:1 method="wB97M-V/def2-TZVPD" molar_mass_g_mol=68.1 homo_energy_ev=-9.65 relative_energy_ev=2.841 homo_lumo_gap_ev=10.352 smiles="O=CC1C=C1"
O -1.59211 -0.36814 -1.83815 0.0484
C -0.55083 -0.04585 -1.30302 -0.2653
C -0.40976 -0.15838 0.12663 -0.2463
C 0.92207 -0.59903 0.78265 0.0727
C 0.54772 0.63965 0.91284 -0.0045
H 0.30802 0.47316 -1.71534 0.1221
H 1.45296 -1.28505 1.20444 0.0335
H -1.35181 -0.32100 0.71730 0.1435
H 0.67374 1.66465 1.11265 0.0958


9
Properties=species:S:1:pos:R:3:lowdin_charge:R:1 method="wB97M-V/def2-TZVPD" molar_mass_g_mol=68.1 homo_energy_ev=-9.77 relative_energy_ev=4.789 homo_lumo_gap_ev=10.790 smiles=C#C[C@@H]1CO1
O 1.11144 -0.03344 0.77793 -0.0414
C 1.34760 -0.48788 -0.39827 -0.2315
C 0.34223 0.72441 -0.24181 -0.1828
C -1.06912 0.22873 -0.14722 -0.1357
C -2.11423 -0.27927 0.13697 0.0732
H 0.32427 1.71772 -0.59202 0.1101
H 0.50086 -1.36055 -0.72265 0.1558
H 2.45829 -0.54144 -0.89716 0.1581
H -3.21384 -0.66422 -0.10962 0.0941